Entry 1:
106
Properties=species:S:1:pos:R:3 method="wB97M-V/def2-TZVPD" max_force_ev_per_a=3.81 homo_energy_ev=-8.04 e_lumo_ev=-0.3
Au -0.38453 -1.14015 -0.95880
Se -1.34224 -3.42618 5.77196
P -1.09073 -1.48042 5.02269
C -2.59954 -0.47049 5.06618
C -3.60151 -0.81370 5.96859
C -4.75229 -0.04383 6.05506
C -4.91238 1.06321 5.23322
C -3.91606 1.40709 4.32854
C -2.75890 0.64682 4.24705
C 0.14400 -0.56977 5.99092
C -0.11812 0.68127 6.53317
C 0.84004 1.31297 7.31543
C 2.05508 0.69498 7.56181
C 2.31639 -0.56164 7.02962
C 1.36591 -1.19386 6.24716
C -0.51281 -1.26271 3.30341
C -0.71504 -1.89568 2.06483
N -0.12184 -1.12204 1.15755
N 0.46821 -0.09167 1.79056
N 0.23424 -0.16366 3.07717
P -1.42426 -3.48650 1.48267
Se -2.13367 -3.44612 -0.51241
C -0.04430 -4.63391 1.71209
C 0.71225 -4.98321 0.59549
C 1.81503 -5.81402 0.74138
C 2.16338 -6.29447 1.99595
C 1.41438 -5.93977 3.11023
C 0.31139 -5.10852 2.97328
C -2.73011 -3.88350 2.63874
C -2.94762 -5.19280 3.05192
C -4.02211 -5.47928 3.87831
C -4.88754 -4.46619 4.26984
C -4.69045 -3.16704 3.82494
C -3.61409 -2.87320 3.00628
H -3.47798 -1.69558 6.58532
H -5.52867 -0.31531 6.75906
H -5.81544 1.65737 5.29347
H -4.03984 2.26608 3.68170
H -1.98653 0.92852 3.54230
H -1.06745 1.16823 6.35109
H 0.62941 2.28706 7.73804
H 2.79752 1.18705 8.17735
H 3.25915 -1.05300 7.23419
H 1.55324 -2.18565 5.85650
H 0.42684 -4.60451 -0.37773
H 2.40353 -6.08246 -0.12758
H 3.02159 -6.94553 2.10656
H 1.68558 -6.30988 4.09084
H -0.25712 -4.81842 3.84822
H -2.27864 -5.98419 2.73939
H -4.18597 -6.49443 4.21534
H -5.72481 -4.69364 4.91721
H -5.37074 -2.37782 4.11786
H -3.46939 -1.85961 2.64942
O -1.88662 2.21672 -5.75393
C -1.15817 1.18663 -6.08963
O -0.87230 0.91547 -7.23428
C -0.64798 0.32712 -4.97156
C 0.20102 -0.74739 -5.14549
Cl 0.90505 -1.41958 -6.53424
N 0.44639 -1.30143 -3.93867
N -0.19971 -0.60376 -2.97525
C -0.87813 0.36375 -3.57584
C -1.69841 1.31818 -2.70135
O -2.28063 2.24324 -3.31578
O -1.67247 1.09596 -1.48572
C 1.35491 -2.35042 -3.59777
C 0.84377 -3.58937 -3.25281
C 1.72649 -4.61438 -2.94369
C 3.09562 -4.38770 -2.97071
C 3.59310 -3.13448 -3.30738
C 2.71874 -2.10633 -3.62832
H -2.01581 2.28440 -4.73376
H -0.22961 -3.74486 -3.23100
H 1.33936 -5.59279 -2.68796
H 3.78126 -5.19313 -2.73771
H 4.66086 -2.96044 -3.33394
H 3.08242 -1.12802 -3.91458
C 3.33849 -2.23528 1.35527
Si 3.38623 -0.40668 1.62985
C 3.43486 0.03313 3.43538
C 4.88801 0.38678 0.83745
C 1.83155 0.45036 0.79648
Si 1.56395 2.34385 0.67257
C 2.42728 3.23944 2.06144
C 2.42118 2.55823 -0.98860
C -0.21724 2.81431 0.56532
H 4.19174 -2.69012 1.87064
H 3.40559 -2.49388 0.30420
H 2.43123 -2.69110 1.76402
H 4.21820 -0.57003 3.90806
H 2.51421 -0.18232 3.95030
H 3.69060 1.07980 3.58792
H 5.73676 0.30696 1.52251
H 4.74427 1.44411 0.61647
H 5.16537 -0.12211 -0.09103
H 1.14399 -0.05867 0.12176
H 3.50102 3.05398 2.09749
H 1.99494 2.95756 3.02559
H 2.27532 4.31484 1.93866
H 3.49528 2.37494 -0.97580
H 2.26364 3.59266 -1.31331
H 1.95314 1.91373 -1.73709
H -0.86425 2.14080 1.13158
H -0.57688 2.78356 -0.46255
H -0.35112 3.83074 0.94614

Entry 2:
20
Properties=species:S:1:pos:R:3 method="wB97M-V/def2-TZVPD" max_force_ev_per_a=3.42 total_charge=+2 homo_energy_ev=-14.59 e_lumo_ev=-12.1
C 2.53482 0.64507 0.04533
C 1.17792 -0.18937 0.51853
I 1.71973 -2.01094 1.60251
C 0.23295 -0.48337 -0.78849
I -0.22375 -2.62001 -0.89203
P -1.29389 0.66055 -0.70590
C -2.25188 -0.52769 0.49431
S -2.92650 2.06108 -0.41420
H 2.24383 1.56228 -0.64282
H 3.22059 -0.12732 -0.54717
H 3.12143 1.07920 0.98450
H 0.59837 0.50675 1.28660
H 0.84250 -0.19724 -1.74521
H -1.58161 0.52033 -2.11666
H -0.40864 1.72097 -0.25984
H -3.05499 0.14411 1.06779
H -1.56905 -0.98600 1.33159
H -2.89641 -1.33614 -0.08815
H -2.83042 2.50276 0.94430
Hg 3.34501 -2.92499 -0.07499